1.
C24H13F4N11O4SSm | ωB97M-V with the def2-TZVPD basis set

CARTESIAN COORDINATES (ANGSTROEM)
Sm  1.43124  -0.83650  -0.20328
O  5.67974  -0.84940  3.88622
C  4.47984  -0.72210  4.49192
O  4.43964  -0.59030  5.71502
C  3.24794  -0.75920  3.69422
C  2.00914  -0.70050  4.32062
N  1.06414  -0.74720  3.35772
N  1.55374  -0.83650  2.12772
C  2.91214  -0.83030  2.28242
C  3.98804  -0.88610  1.16762
O  5.18484  -0.97830  1.61092
O  3.71814  -0.83650  -0.08078
H  5.59954  -0.93400  2.89042
H  1.75194  -0.62700  5.36782
H  0.05704  -0.72200  3.46432
S  1.43124  -0.83650  -2.91768
C  3.09834  -0.95020  -2.97578
N  3.86164  0.19810  -2.99878
C  5.23374  0.20270  -3.04628
C  5.91294  -0.95030  -3.07328
C  5.19714  -2.20440  -3.05218
C  3.85684  -2.23380  -3.00588
H  3.36084  1.08020  -2.97888
H  5.72174  1.17160  -3.06038
H  6.99684  -0.96720  -3.11078
H  5.77344  -3.12350  -3.07488
H  3.30284  -3.16450  -2.98948
N  -0.87156  4.11350  -0.67128
C  0.33664  4.60650  -0.29898
N  0.26414  5.95840  -0.23118
N  1.44014  3.99700  -0.03858
C  1.45604  2.66390  -0.12728
N  1.43124  1.50730  -0.20328
H  -1.65106  4.61790  -0.26208
H  -0.99306  3.11060  -0.56188
H  -0.22776  6.36750  -1.01768
H  1.18504  6.37530  -0.12748
F  -5.59116  -1.29030  2.62992
C  -5.48396  -0.95660  1.32992
C  -6.56706  -0.96320  0.53202
F  -7.77206  -1.29340  1.03392
C  -6.45206  -0.57150  -0.88958
C  -5.29566  0.28190  -1.21048
C  -4.21176  0.26970  -0.42098
F  -3.18216  1.10250  -0.67088
C  -4.17156  -0.59320  0.77382
C  -3.00046  -1.06880  1.26592
C  -1.80106  -0.91640  0.51232
N  -0.89326  -0.83650  -0.20328
C  -2.92096  -1.88670  2.42982
N  -2.84746  -2.55840  3.37262
F  -5.35086  1.11620  -2.26608
C  -7.32396  -0.98740  -1.84328
C  -8.39986  -1.87570  -1.55108
N  -9.25726  -2.62140  -1.32278
C  -7.15096  -0.66190  -3.22208
N  -6.99216  -0.41910  -4.34548
H  1.43124  -2.95400  -0.20328

Values from the calculation:
Lowest unoccupied orbital energy (alpha / beta) = -6.119 / -6.118 eV
F_max = 4.40 eV/A
Total charge = +1
2S+1 = 6
⟨S²⟩ = 8.794
DFT total energy = -89279.29495 eV
Kohn-Sham gap (alpha / beta) = 0.1574 / 0.1588 hartree


2.
C24H14AsCl2FN4O2S4Ti | ωB97M-V with the def2-TZVPD basis set

CARTESIAN COORDINATES (ANGSTROEM)
Ti  9.17917  9.55646  11.55944
Cl  15.12017  12.89521  12.02420
C  14.09308  11.52791  11.79879
C  12.87158  11.55983  12.48826
C  11.92420  10.56938  12.23035
N  10.67466  10.44096  12.85240
C  10.50255  10.82398  14.12472
O  11.23342  11.52201  14.82483
C  9.21319  10.27791  14.68111
C  8.86868  10.61171  15.97679
C  7.62632  10.18150  16.46857
C  6.84993  9.39606  15.64995
C  7.29954  9.09660  14.37261
N  8.47341  9.52256  13.91662
C  12.18858  9.58651  11.22350
C  13.43528  9.51589  10.61395
C  14.37694  10.50830  10.93004
Cl  15.96038  10.40160  10.22310
N  11.13197  8.69837  11.10398
C  11.34822  7.42594  10.73601
O  12.39246  6.90495  10.33966
C  10.14515  6.54021  10.88822
C  10.26778  5.18579  10.54840
C  9.18438  4.34368  10.74422
C  8.02357  4.87756  11.24937
C  7.96646  6.23728  11.52812
N  9.02928  7.06897  11.40886
H  12.67637  12.30089  13.23945
H  9.53821  11.23635  16.54657
H  7.32414  10.42643  17.48578
H  5.82707  9.08862  15.91568
H  6.67439  8.59220  13.66494
H  13.71402  8.71657  9.95387
H  11.23972  4.87574  10.17010
H  9.30898  3.31514  10.44743
H  7.11921  4.33641  11.37626
H  7.09639  6.70477  11.86349
S  5.85040  11.99803  9.31630
As  6.30059  11.38655  11.25770
S  6.81185  9.17038  11.10593
S  8.41077  11.87758  11.66250
S  5.20981  11.80303  12.98668
F  10.52808  10.03642  5.38315
C  10.15456  9.96225  6.71017
C  9.19478  9.04497  7.11649
C  8.84744  8.98558  8.45626
C  9.41672  9.79539  9.43226
C  10.40969  10.71907  8.98028
C  10.76102  10.78403  7.64334
H  8.67188  8.46078  6.36113
H  8.04946  8.32104  8.77937
H  10.90413  11.40727  9.64925
H  11.52964  11.48089  7.34823

Values from the calculation:
Lowest unoccupied orbital energy = 4.062 eV
F_max = 2.06 eV/A
Total charge = -2
2S+1 = 1
DFT total energy = -190235.41790 eV
Kohn-Sham gap = 0.2212 hartree


3.
C24H15BBrCl2F6FeO7P3S | ωB97M-V with the def2-TZVPD basis set

CARTESIAN COORDINATES (ANGSTROEM)
Fe  -0.80299  0.70608  1.06591
O  1.58153  2.08819  4.08262
P  0.45406  1.05737  3.57840
O  -0.16929  0.40351  4.76071
O  0.98592  0.27520  2.42440
O  -0.65605  2.14225  2.93686
P  -2.26397  2.12239  3.22504
O  -2.36915  1.76804  4.75587
O  -2.88640  3.38782  2.84943
O  -2.71763  0.81605  2.45272
H  2.10571  2.37542  3.32368
H  -1.63578  1.13157  4.98457
F  -0.86624  3.46322  -5.37979
C  -0.30178  3.00459  -4.22542
C  0.88795  2.25373  -4.27134
F  1.60324  2.24619  -5.42812
C  1.36159  1.64606  -3.15384
F  2.59850  1.06571  -3.22639
C  0.69973  1.69040  -1.90257
P  0.94956  0.51290  -0.55940
C  2.59897  1.02246  0.09827
C  2.90078  2.38008  0.15465
C  4.01638  2.84084  0.84905
C  4.85173  1.94550  1.50428
C  4.55329  0.58904  1.46714
C  3.43294  0.13801  0.78337
C  1.29782  -1.09279  -1.38394
C  2.53916  -1.55163  -1.82376
C  2.65606  -2.77019  -2.48276
C  1.53502  -3.55359  -2.72178
C  0.28922  -3.10182  -2.30523
C  0.17703  -1.88430  -1.64842
C  -0.47342  2.51531  -1.88691
Br  -1.26919  2.93843  -0.19827
C  -0.94597  3.14448  -3.00325
F  -2.03794  3.94543  -2.95592
H  2.24397  3.07979  -0.35007
H  4.23008  3.90367  0.87779
H  5.71829  2.30157  2.04986
H  5.18400  -0.11799  1.99474
H  3.17925  -0.91501  0.80919
H  3.42027  -0.94385  -1.66337
H  3.63061  -3.10474  -2.82071
H  1.63022  -4.50210  -3.23839
H  -0.59737  -3.69943  -2.48597
H  -0.79709  -1.52608  -1.33329
Cl  -0.96035  -1.71630  1.72889
C  -2.27818  -2.55189  0.98951
C  -2.42228  -3.89821  1.28377
C  -3.45046  -4.61863  0.70463
C  -4.31930  -3.99394  -0.17043
C  -4.15963  -2.64571  -0.45377
Cl  -5.29327  -1.93033  -1.56316
C  -3.14572  -1.87122  0.12298
S  -2.99303  -0.14299  -0.21648
H  -1.72725  -4.36387  1.97092
H  -3.57504  -5.66993  0.93478
H  -5.13450  -4.53745  -0.63008
F  -4.56043  1.68157  1.17098
B  -3.85121  0.56361  1.51559
F  -4.65198  -0.44248  2.03226

Values from the calculation:
Lowest unoccupied orbital energy (alpha / beta) = 4.190 / 4.188 eV
Energy relative to the best compared isomer or geometry (same formula, charge and spin) = 30.4 kcal per mole
F_max = 1.28 eV/A
Total charge = -2
2S+1 = 5
⟨S²⟩ = 6.048
DFT total energy = -224635.62616 eV
Kohn-Sham gap (alpha / beta) = 0.1391 / 0.2003 hartree